(1)
ORCA calculation (ωB97M-V/def2-TZVPD) on a structure of composition C33H28FInN6O9STe.

CARTESIAN COORDINATES (ANGSTROEM)
In  0.58160  -0.45017  -0.42797
O  -0.96836  -0.00924  1.14958
C  -1.00613  0.98915  1.87085
C  -0.03417  2.04571  1.99061
C  -0.34136  3.04736  2.91765
C  0.47996  4.12589  3.06214
C  1.62279  4.27333  2.26494
C  1.94100  3.30754  1.35097
C  1.14501  2.14468  1.19931
O  1.53858  1.24593  0.35508
N  0.15327  5.15053  4.06155
O  0.92379  6.08125  4.18427
O  -0.85903  5.00392  4.71958
H  -1.88538  1.10087  2.51805
H  -1.23828  2.97711  3.52023
H  2.23170  5.15914  2.38074
H  2.81229  3.39772  0.71313
O  0.20201  -2.41125  -1.48312
N  -0.39662  -3.31907  -0.71629
C  -1.32182  -4.11867  -1.29573
C  -1.96677  -5.08175  -0.57338
C  -1.66394  -5.22158  0.78269
C  -0.73096  -4.39381  1.35597
C  -0.06793  -3.41624  0.60095
S  1.11577  -2.33827  1.24439
H  -1.47871  -3.92142  -2.34431
H  -2.69780  -5.70803  -1.06392
H  -2.16709  -5.97025  1.38084
H  -0.48145  -4.46545  2.40486
Te  2.92212  -0.76031  -2.01602
C  3.34455  1.24393  -2.57238
C  4.33308  1.96183  -1.90766
C  4.61711  3.26340  -2.30470
C  3.92941  3.84524  -3.36193
C  2.94663  3.12243  -4.02288
C  2.64740  1.82374  -3.62778
C  2.19551  -1.28876  -3.93413
C  3.16433  -1.70322  -4.84587
C  2.80234  -2.04132  -6.14412
C  1.47052  -1.97332  -6.53064
C  0.50343  -1.57604  -5.61585
C  0.85915  -1.23587  -4.31650
H  4.86253  1.51828  -1.07602
H  5.38430  3.82373  -1.78298
H  4.15541  4.85980  -3.66648
H  2.40068  3.56989  -4.84534
H  1.87865  1.27079  -4.15136
H  4.20489  -1.75778  -4.54882
H  3.56044  -2.35823  -6.84959
H  1.18579  -2.23088  -7.54370
H  -0.53740  -1.52862  -5.91370
H  0.09805  -0.93606  -3.60750
F  1.75868  5.68867  -1.31306
C  0.77176  5.34058  -2.14778
C  0.31536  4.09273  -2.18374
N  -0.70006  3.69900  -3.04348
C  -1.21616  2.32687  -3.09368
C  -1.01607  1.60187  -1.78108
O  -1.15333  2.19604  -0.72732
O  -0.68656  0.34324  -1.91855
C  -1.27353  4.59461  -3.92192
O  -2.16132  4.29085  -4.69330
N  -0.75407  5.87375  -3.85998
C  0.25605  6.36856  -3.03132
O  0.62179  7.51917  -3.09498
H  0.73816  3.34379  -1.53054
H  -0.75362  1.77563  -3.90928
H  -2.28381  2.38414  -3.29447
H  -1.16450  6.53435  -4.50365
C  3.49159  -1.03386  3.80063
N  4.24087  -1.51046  2.63880
C  4.56229  -2.93650  2.57703
C  4.21563  -0.79610  1.51922
N  4.20198  -0.17533  0.54258
H  4.06393  -1.24399  4.70273
H  2.51991  -1.52874  3.86497
H  3.34063  0.03895  3.71881
H  5.18191  -3.19609  3.43510
H  5.11445  -3.14179  1.66500
H  3.65226  -3.53778  2.58489

Cartesian forces, eV/Å:
In -0.27 -0.33 0.23
O -0.07 0.05 -0.03
C 0.15 -0.04 -0.06
C -0.15 -0.13 0.04
C -0.17 -0.11 0.01
C 0.07 0.28 0.13
C 0.02 0.06 -0.01
C 0.08 0.03 0.02
C 0.07 -0.17 -0.15
O -0.14 0.19 0.05
N 0.09 -0.18 -0.12
O 0.05 0.08 -0.02
O -0.06 -0.03 -0.01
H -0.05 0.00 0.06
H 0.02 -0.01 -0.01
H 0.00 -0.02 0.00
H -0.03 0.00 0.04
O -0.36 -0.05 0.19
N 0.09 0.06 -0.07
C 0.12 0.09 0.05
C -0.04 -0.05 -0.01
C -0.01 -0.01 0.01
C 0.03 0.00 0.02
C 0.09 0.14 -0.06
S 0.03 -0.11 0.02
H 0.01 0.03 -0.01
H 0.02 0.01 0.02
H 0.02 0.02 -0.02
H -0.01 0.00 -0.02
Te 0.21 0.00 -0.40
C -0.03 0.06 -0.09
C -0.06 0.03 0.02
C -0.03 -0.01 0.00
C 0.00 -0.01 0.02
C -0.01 -0.01 0.04
C 0.05 0.06 0.05
C 0.13 -0.07 -0.05
C -0.09 0.01 -0.09
C -0.03 0.01 0.04
C 0.01 0.01 0.04
C 0.03 -0.02 -0.03
C -0.03 -0.02 0.07
H 0.00 -0.01 -0.02
H -0.03 -0.02 -0.02
H -0.01 -0.03 0.02
H 0.01 -0.01 0.01
H 0.00 -0.02 -0.02
H 0.00 0.01 0.00
H -0.02 0.01 0.01
H 0.01 0.00 0.03
H 0.03 0.00 0.01
H 0.04 0.03 -0.05
F 0.05 0.00 0.03
C 0.07 0.18 -0.06
C -0.20 -0.43 -0.15
N 0.07 0.04 0.18
C 0.18 0.22 -0.13
C 0.14 -0.42 0.10
O -0.03 -0.07 -0.02
O -0.01 0.57 0.16
C -0.06 0.02 0.01
O 0.08 0.04 0.03
N 0.04 0.00 0.03
C -0.11 0.09 -0.11
O 0.01 -0.02 0.00
H -0.03 -0.04 -0.03
H 0.05 -0.04 -0.05
H -0.06 0.02 -0.06
H -0.01 0.01 0.00
C 0.02 -0.07 -0.14
N 0.06 0.22 -0.21
C -0.04 0.24 -0.01
C -0.13 -0.37 0.35
N 0.17 0.03 0.16
H 0.02 0.00 0.03
H -0.03 -0.01 0.00
H 0.01 0.03 -0.01
H 0.00 -0.01 0.01
H 0.03 0.00 -0.03
H -0.05 -0.03 0.00

Computed properties:
- Kohn-Sham gap: 8.48 eV
- Energy above the lowest of the compared OMol25 structures with the same formula, charge and spin: 0.576 eV
- Total charge: 0
- HOMO energy: -8.7 eV

(2)
ORCA calculation (ωB97M-V/def2-TZVPD) on a structure of composition C20H40BClF4N6O10S in a non-equilibrium geometry.

CARTESIAN COORDINATES (ANGSTROEM)
C  2.98554  -0.45498  -3.58956
N  1.69420  -0.39821  -2.89382
C  1.84881  0.19281  -1.56400
C  0.80739  0.37820  -3.72527
O  1.12282  1.46349  -4.12881
C  -0.54409  -0.20886  -4.17424
C  -1.78976  0.01941  -3.28757
O  -2.87741  -0.61311  -3.97184
C  -1.72353  -0.68728  -1.91916
C  -1.29533  -2.16421  -1.91517
F  0.01337  -2.33184  -2.10828
F  -1.95849  -2.92938  -2.81890
C  -1.60481  -2.76984  -0.51662
F  -0.93724  -3.95130  -0.44559
F  -1.09645  -1.97338  0.44186
O  -3.00171  -0.68882  -1.25946
S  -3.43102  0.77159  -0.76144
O  -2.49847  1.33254  0.16497
O  -4.73783  0.61006  -0.22000
C  -3.52735  1.73306  -2.30616
C  -4.88740  1.27621  -2.93793
C  -6.08259  2.10874  -2.47666
N  -6.74823  2.84561  -3.25476
B  -3.73589  3.30338  -1.94767
N  -3.89336  3.79872  -0.58235
O  -3.80436  4.10890  -3.04083
C  -2.27830  1.52184  -3.21139
Cl  -2.63107  1.99848  -4.90050
O  -1.26996  2.46160  -2.85913
N  -0.58834  2.17914  -1.64269
O  -0.40699  3.15089  -1.03853
H  3.61802  -1.22704  -3.15411
H  2.84963  -0.61998  -4.65627
H  3.53336  0.49255  -3.50176
H  2.38650  1.14815  -1.56429
H  2.44668  -0.49862  -0.96678
H  0.86996  0.24741  -1.10377
H  -0.40549  -1.29252  -4.24092
H  -0.71194  0.11862  -5.19487
H  -2.53163  -1.33683  -4.50382
H  -1.04159  -0.19016  -1.22782
H  -2.65459  -3.01972  -0.38123
H  -4.89613  1.27810  -4.02295
H  -5.09771  0.25256  -2.62503
H  -6.36470  2.03812  -1.42848
H  -6.35881  2.81046  -4.19850
H  -3.00172  4.19044  -0.28333
H  -4.56158  4.56619  -0.58735
H  -3.87740  5.02608  -2.75192
C  5.63510  -1.44749  3.56437
C  4.21002  -1.72450  3.08593
C  4.11869  -2.25314  1.64781
O  4.32772  -1.28859  0.63384
C  5.67547  -0.94174  0.38746
N  3.39350  -0.52238  3.26921
H  6.01993  -0.50262  3.18337
H  5.65676  -1.38079  4.65225
H  6.32042  -2.24554  3.26344
H  3.80094  -2.50987  3.73489
H  3.09580  -2.60629  1.49488
H  4.77990  -3.11740  1.49001
H  6.34093  -1.80408  0.48933
H  6.00202  -0.13488  1.04704
H  5.73715  -0.57192  -0.63706
H  2.33880  -0.76776  3.05278
H  3.65466  0.13516  2.53735
C  0.34475  0.95509  3.67908
C  -0.05623  -0.51115  3.52924
C  -0.73844  -1.11186  4.76161
O  0.12336  -1.39727  5.84480
C  0.51453  -0.27735  6.61992
N  1.13191  -1.28971  3.13640
H  1.26022  1.07782  4.25677
H  0.53015  1.39381  2.69779
H  -0.44691  1.53192  4.15926
H  -0.77976  -0.56181  2.71082
H  -1.16093  -2.07834  4.47273
H  -1.57727  -0.48628  5.09257
H  -0.29730  0.44943  6.71743
H  1.40058  0.20304  6.20019
H  0.77677  -0.64227  7.61262
H  0.84855  -2.24149  2.91143
H  1.69513  -1.39696  3.98508

Cartesian forces, eV/Å:
C 0.41 0.40 0.23
N -0.05 0.15 -0.85
C 0.30 -0.86 0.13
C -0.15 0.47 0.23
O 0.08 0.21 -0.25
C 0.88 -0.58 0.81
C -0.66 -0.58 -1.00
O -0.07 0.10 0.15
C 0.79 0.17 0.29
C -0.65 -0.20 1.23
F 0.17 0.23 -0.35
F -0.02 0.08 -0.23
C 0.24 -0.93 -0.54
F 0.08 -0.06 0.00
F -0.19 0.23 0.18
O 0.08 0.52 -0.52
S -1.14 1.04 1.39
O 1.19 -0.41 -0.74
O -0.37 -0.47 -0.57
C -0.39 -0.29 -0.15
C -0.68 -0.28 0.48
C 0.49 -0.24 -0.38
N -0.32 0.15 0.13
B 0.36 0.13 0.01
N -0.04 0.22 -0.70
O -0.12 -0.07 0.21
C 0.41 -0.49 -0.32
Cl 0.07 0.19 0.16
O -0.49 0.48 0.06
N -0.03 -0.32 0.63
O 0.27 0.03 -0.38
H -0.17 -0.18 -0.02
H -0.06 -0.30 0.02
H -0.06 0.04 0.01
H -0.34 0.19 -0.13
H 0.00 -0.01 0.03
H 0.08 0.34 0.24
H -0.05 -0.02 0.16
H -0.29 0.47 0.13
H -0.06 -0.05 0.06
H 0.24 0.00 -0.20
H -0.12 0.51 0.21
H 0.43 0.16 -0.01
H 0.11 -0.09 -0.14
H -0.03 0.03 0.04
H 0.00 0.06 -0.01
H -0.06 -0.31 0.49
H 0.09 0.05 0.17
H -0.07 0.05 -0.25
C 0.15 -0.31 0.07
C 0.12 0.76 -0.04
C -0.17 -0.30 0.09
O 0.04 -0.02 -0.10
C -0.14 0.16 -0.09
N 0.35 0.32 -0.28
H -0.08 0.00 -0.08
H -0.05 0.03 -0.01
H 0.03 0.01 0.02
H -0.03 -0.10 -0.09
H 0.00 0.04 -0.08
H 0.11 0.07 0.03
H 0.01 0.01 0.07
H 0.13 -0.09 0.06
H -0.04 -0.05 -0.02
H 3.65 1.43 -1.08
H 0.25 0.08 0.14
C 0.06 0.14 -0.05
C -0.02 0.31 0.00
C -0.11 -0.23 -0.05
O -0.03 0.06 -0.07
C 0.18 -0.11 0.09
N -3.41 -1.65 1.07
H -0.01 -0.06 0.03
H -0.01 -0.03 -0.01
H -0.02 -0.03 -0.02
H -0.01 -0.11 0.03
H 0.03 -0.02 0.04
H 0.07 0.13 -0.03
H 0.00 0.02 -0.06
H -0.06 0.12 -0.01
H -0.06 -0.05 -0.01
H -0.02 0.04 -0.29
H -0.98 -0.54 0.59

Computed properties:
- Kohn-Sham gap: 7.39 eV
- Total charge: 0
- HOMO energy: -8.0 eV

(3)
ORCA calculation (ωB97M-V/def2-TZVPD) on the molecule C5H8ClN in a non-equilibrium geometry.

CARTESIAN COORDINATES (ANGSTROEM)
C  0.74106  -0.69161  2.19935
C  0.62998  -1.14850  0.97000
C  0.24738  -0.42361  -0.32529
Cl  1.35919  -0.58214  -1.71815
C  -0.95508  0.24798  -0.64940
C  -1.90192  0.63984  0.45680
N  -1.42920  2.12958  0.86952
H  0.39142  0.24423  2.39569
H  0.93114  -1.37242  3.06007
H  0.65914  -2.20526  0.70266
H  -1.08486  0.82234  -1.60378
H  -3.00034  0.75759  0.21189
H  -1.97012  0.13665  1.37483
H  -0.38888  2.05824  1.09837
H  -1.20788  2.80343  -0.02659

Cartesian forces, eV/Å:
C -0.01 -2.72 0.30
C -0.74 -0.56 -2.62
C -2.91 1.76 -0.97
Cl -0.20 -0.16 1.01
C 2.60 -1.20 1.77
C -0.42 4.08 -1.32
N 1.98 0.51 -2.30
H -0.23 2.80 0.75
H -0.06 0.61 -0.89
H 0.76 -0.03 0.52
H 0.25 -1.09 0.83
H 1.35 -0.05 -0.49
H 0.83 -1.14 1.05
H -1.71 -0.44 0.16
H -1.50 -2.36 2.20

Computed properties:
- Kohn-Sham gap: 9.36 eV
- Structure (SMILES): C=C/C(Cl)=C\CN
- Energy above the lowest of the compared OMol25 structures with the same formula, charge and spin: 2.582 eV
- Total charge: 0
- HOMO energy: -8.7 eV